The following is a quantum chemistry calculation of a molecular structure, C62H147AsF6N3O5P3 in a non-equilibrium geometry, from the OMol25 dataset.

```
227
Properties=species:S:1:pos:R:3:forces:R:3
C 20.500235 21.515740 21.318505 0.9 -1.8 0.4
C 21.548455 22.545450 21.698545 -3.2 1.2 -0.5
C 22.922155 22.400030 21.212715 1.7 -0.7 -0.9
O 23.759455 23.533310 21.334875 -0.8 0.2 -2.7
C 24.201115 23.968890 22.568105 0.2 -1.3 1.7
N 20.957285 23.876510 21.049375 1.4 -0.3 1.1
H 19.956545 23.996340 21.114545 -0.1 0.0 0.7
H 21.495555 24.677190 21.348175 -0.1 0.6 0.9
H 21.142015 23.963000 20.060185 0.3 -1.0 -2.1
H 19.593335 21.615810 21.914855 -0.1 0.3 -0.2
H 20.920225 20.578700 21.684095 -0.1 -0.3 0.1
H 20.293425 21.283980 20.273705 0.1 0.7 -0.2
H 21.446545 22.563310 22.783615 0.3 1.0 0.0
H 22.884585 22.113760 20.161655 0.0 0.7 -0.4
H 23.370835 21.484280 21.597665 0.1 0.0 0.9
H 24.616045 23.084090 23.050875 -0.2 0.0 0.8
H 23.360545 24.394540 23.116155 0.2 0.2 0.5
H 25.062005 24.637420 22.562105 -0.4 0.4 -0.8
C 16.152495 17.400170 14.234175 -0.6 0.5 0.8
C 16.304735 18.691280 15.092585 0.6 -0.4 -0.5
C 17.437235 19.655130 14.644935 -1.2 -0.5 0.8
O 18.612175 18.954080 14.931075 -0.3 0.5 -0.5
C 19.801855 19.762520 14.761665 -0.4 -0.2 -0.5
N 14.970455 19.436690 15.107325 1.0 -1.1 0.4
H 14.392385 18.847280 15.689155 -0.7 0.1 0.3
H 15.115855 20.342610 15.529545 -0.4 0.5 0.0
H 14.536275 19.476480 14.196285 -0.1 0.3 -0.5
H 17.016135 16.753350 14.388615 0.4 0.6 -0.9
H 15.809435 17.685210 13.239605 1.1 0.0 -0.5
H 15.360715 16.687900 14.466265 -0.5 0.4 1.0
H 16.565235 18.527180 16.138205 -0.4 -0.5 0.1
H 17.378395 20.576700 15.224025 0.1 0.2 0.9
H 17.158135 20.088430 13.684495 1.0 -0.8 -1.2
H 20.629945 19.291740 15.291515 -0.2 0.0 -0.1
H 19.632735 20.763960 15.157405 0.0 0.0 0.1
H 19.993765 19.795480 13.689195 0.4 0.2 0.1
C 18.745345 26.179920 18.672085 0.5 0.5 -0.5
C 17.311095 25.744510 18.532665 -0.6 0.9 0.9
C 16.663705 26.428980 17.310685 -0.5 -1.3 -0.4
O 15.240765 26.242120 17.400535 1.7 -1.1 1.4
C 14.437335 27.005830 16.593135 -0.2 0.9 -2.2
N 17.235005 24.228450 18.653855 -0.8 0.0 -0.6
H 18.018545 23.734470 18.251175 1.8 -0.4 -0.9
H 17.188065 23.929010 19.617305 0.0 0.3 0.5
H 16.418225 23.813390 18.228785 -0.6 0.3 -0.3
H 19.348095 25.672060 19.424985 -0.3 -0.1 0.0
H 18.796175 27.253350 18.854465 -0.2 0.0 0.3
H 19.255185 26.049400 17.717555 0.2 -0.3 0.0
H 16.697715 26.021150 19.390175 0.1 0.5 0.0
H 17.108295 26.034670 16.396915 -0.4 -1.0 -0.5
H 17.039835 27.438700 17.146095 -0.5 0.6 1.1
H 13.395525 26.691810 16.529045 0.0 -0.1 1.1
H 14.705745 26.846060 15.548845 0.5 0.2 -0.4
H 14.537345 28.072330 16.794835 -0.2 0.1 0.2
C 27.514355 23.872060 20.394225 -0.1 -1.0 0.5
C 26.585855 23.422190 19.296495 -0.3 -0.4 -0.8
C 26.219945 24.629430 18.444555 -1.0 0.7 0.6
C 25.086365 24.432070 17.448445 -0.4 0.5 -1.1
P 24.520645 25.915610 16.480765 0.9 -0.6 -0.5
C 23.022975 25.556280 15.529665 -1.1 0.4 -1.1
C 22.615665 26.640680 14.433415 0.4 -1.5 0.0
C 21.211935 26.314960 13.738385 2.0 1.0 0.3
C 20.112965 27.231050 14.195115 -0.6 -0.2 -0.1
C 24.034635 27.296900 17.565525 1.2 -0.8 -0.1
C 22.870905 27.008450 18.517805 -0.3 1.7 -0.5
C 22.465815 28.318360 19.298335 0.4 -0.9 0.2
C 23.496645 28.752260 20.340735 -0.4 0.2 0.0
C 25.972365 26.338960 15.378205 -0.4 1.2 1.3
C 26.271455 27.867390 15.164275 -1.5 -1.0 -1.4
C 27.524665 27.986570 14.371775 3.1 0.5 -0.1
C 28.767505 27.951810 15.295955 0.2 0.7 -0.5
H 27.728945 23.038440 21.062905 0.4 -0.2 -0.2
H 27.013895 24.565350 21.070235 0.3 0.6 -0.3
H 28.439045 24.218550 19.932705 0.0 0.4 0.5
H 25.701715 22.916780 19.685025 -0.2 0.3 0.1
H 27.047115 22.663110 18.664715 0.3 0.0 -0.1
H 27.121315 25.039890 17.989415 0.0 0.0 -0.2
H 25.849745 25.376140 19.147035 0.2 0.4 0.2
H 24.130705 24.122240 17.871325 0.1 -0.5 0.5
H 25.410005 23.713560 16.695375 -0.4 -0.2 -0.3
H 22.137245 25.421850 16.150575 0.3 0.1 0.7
H 23.102575 24.579140 15.053275 0.5 0.0 -0.3
H 23.409575 26.609860 13.687195 -0.1 -0.1 -0.2
H 22.693615 27.648960 14.840105 -0.5 0.1 0.1
H 20.973375 25.255010 13.826205 0.0 0.0 0.0
H 21.329865 26.575350 12.686535 0.2 -0.5 -0.2
H 19.261815 27.037420 13.542315 -0.4 0.0 0.2
H 20.380705 28.272170 14.014895 0.0 0.0 0.3
H 19.818315 27.051670 15.229085 0.0 0.2 0.2
H 23.853025 28.105450 16.857455 -0.3 0.3 0.2
H 24.969325 27.517480 18.081085 0.0 0.4 0.3
H 23.069965 26.220180 19.243835 0.3 -0.1 0.0
H 22.071415 26.646190 17.871525 -0.4 0.1 0.3
H 21.527005 28.105100 19.809475 -0.2 0.0 0.0
H 22.333675 29.234180 18.722215 -0.4 -0.5 -0.8
H 23.910445 27.914380 20.901835 0.2 0.1 0.0
H 22.983165 29.414220 21.038055 0.2 0.0 0.2
H 24.263425 29.368250 19.870945 0.3 -0.3 0.1
H 25.978615 25.749160 14.461585 -0.5 0.1 -0.1
H 26.823935 25.942790 15.931355 0.0 -0.1 0.2
H 26.233495 28.498570 16.052115 0.4 -0.4 0.3
H 25.561495 28.344510 14.488685 -0.9 -0.4 0.2
H 27.527915 28.876220 13.742015 0.0 0.4 0.4
H 27.747515 27.217810 13.631885 -0.9 -0.5 0.0
H 29.731305 28.200000 14.851425 -0.2 -0.2 -0.8
H 28.907065 26.940370 15.677535 -0.1 0.2 0.7
H 28.699075 28.770620 16.012185 -0.3 -0.5 0.7
C 17.989955 23.852000 13.714315 -0.6 -0.4 -1.1
C 16.585965 23.233710 13.286215 0.7 1.2 2.0
C 15.956455 23.912950 12.071935 0.7 -0.8 -1.0
C 15.522435 25.388870 12.243535 0.4 -2.4 0.1
P 14.647755 26.137310 10.862715 2.2 0.8 1.0
C 15.839965 26.221620 9.411335 -1.3 -0.4 0.7
C 17.084565 27.000930 9.710675 1.4 -0.3 -0.7
C 18.257035 26.806860 8.660885 -0.6 1.0 1.2
C 19.495485 27.538120 9.182185 0.5 0.2 -1.0
C 13.241475 25.198990 10.331795 -0.6 0.3 -0.8
C 11.920035 25.391920 11.054775 -0.4 0.2 -0.3
C 11.821575 24.618460 12.347345 1.0 0.0 0.1
C 10.731235 25.152250 13.213295 -0.7 0.3 0.2
C 14.304085 27.843530 11.511475 -0.4 -0.5 -0.7
C 13.583555 28.011640 12.881805 -0.6 -1.0 -0.6
C 12.695915 29.251030 13.016705 0.4 -0.2 -0.3
C 11.594505 29.123690 14.028585 -0.2 0.5 1.1
H 18.450065 23.477290 14.628635 -0.2 -0.5 -0.1
H 17.908485 24.924710 13.889685 -0.4 0.1 0.0
H 18.700645 23.779450 12.891055 0.2 -0.3 0.0
H 16.022345 23.358670 14.210775 -0.8 0.7 0.1
H 16.465025 22.151090 13.248775 1.0 -0.2 -0.8
H 15.180915 23.250860 11.686855 -0.6 0.3 0.3
H 16.688845 23.807320 11.271595 0.3 0.3 -0.2
H 16.436405 25.964510 12.389845 -0.3 0.3 0.5
H 14.889355 25.226890 13.115935 -0.1 1.4 0.2
H 15.220965 26.579870 8.588775 0.2 0.3 -0.2
H 16.124065 25.200100 9.158625 -0.3 -0.3 0.1
H 17.533205 26.579830 10.610405 -0.1 0.3 0.4
H 16.854675 28.057300 9.849705 0.3 0.0 0.0
H 17.958115 27.237890 7.705385 0.1 -0.3 -0.1
H 18.532475 25.756110 8.570545 -0.4 -0.1 -0.2
H 20.308165 27.411150 8.466965 0.1 -0.4 0.0
H 19.863285 27.163140 10.137285 -0.2 0.1 0.1
H 19.408755 28.624540 9.165725 -0.4 0.0 0.5
H 13.516115 24.151740 10.205525 0.2 -0.1 0.2
H 13.137075 25.583210 9.317105 -0.2 -0.1 -0.3
H 11.086095 25.152040 10.395155 0.1 -0.4 -0.2
H 11.749225 26.457060 11.210945 0.2 0.2 0.3
H 12.787745 24.756550 12.832685 0.2 -0.3 0.4
H 11.701295 23.550060 12.168025 0.0 0.0 -0.2
H 9.910435 25.352990 12.524745 -0.5 0.0 0.5
H 11.006555 26.093390 13.689265 0.0 0.1 -0.1
H 10.421175 24.482330 14.015275 -0.1 -0.1 -0.2
H 13.706845 28.109670 10.639365 -0.7 0.9 0.2
H 15.177695 28.489650 11.425245 0.3 -0.4 0.0
H 14.267335 27.997280 13.730535 0.4 -0.1 -0.3
H 12.956855 27.130300 13.018105 -0.2 -0.2 0.1
H 12.185315 29.467780 12.078405 0.5 0.3 -0.3
H 13.389875 30.030440 13.331395 -0.4 0.6 -0.4
H 10.811435 28.414270 13.760995 0.1 0.0 0.0
H 11.129295 30.095220 14.195355 -0.2 0.0 -0.4
H 11.955135 28.925880 15.038005 0.2 -0.6 0.1
C 20.584915 16.187750 11.758855 -0.2 -0.6 0.1
C 20.948085 15.079910 12.765845 -0.1 -0.2 0.9
C 20.474215 15.480220 14.174215 -0.1 0.8 1.0
C 21.130665 14.701150 15.378965 -1.1 -0.2 0.2
P 20.789635 15.136380 17.174045 1.5 0.9 -0.5
C 21.268225 16.894120 17.364075 0.4 -1.1 0.3
C 22.746505 17.148020 16.937555 -0.2 -1.0 0.0
C 23.154635 18.581190 16.991995 -0.7 1.7 0.0
C 22.933125 19.231620 18.356715 0.8 -0.6 0.7
C 19.064415 14.955100 17.767635 0.4 0.1 -0.8
C 18.040065 15.926260 17.132075 -0.2 -1.0 -1.2
C 16.565455 15.380170 17.127085 1.0 0.0 1.8
C 16.120965 15.160870 18.605765 -0.7 0.0 -1.6
C 21.914395 14.121920 18.303225 -0.7 1.1 -0.3
C 21.790025 12.638020 18.236045 0.2 -2.1 0.4
C 22.804395 11.980530 19.246995 0.6 0.8 -0.6
C 22.973535 10.476770 19.186125 -1.2 0.0 1.1
H 21.073835 17.133010 11.994545 0.1 -0.1 0.1
H 19.507955 16.352140 11.793765 -0.2 0.1 0.0
H 20.805985 15.948840 10.718595 0.2 -0.2 0.2
H 22.017125 14.873310 12.816535 0.1 0.2 -0.2
H 20.479225 14.109010 12.605765 0.0 0.0 -0.7
H 19.386535 15.504780 14.240945 -0.3 -0.8 -0.1
H 20.629365 16.555370 14.264035 0.7 0.2 0.4
H 22.207625 14.676350 15.212675 0.1 0.0 0.4
H 20.803255 13.663500 15.443615 0.0 -0.4 -0.7
H 21.111005 17.012370 18.436175 0.2 0.5 0.2
H 20.519595 17.504510 16.859015 0.1 0.1 -0.2
H 22.961595 16.765530 15.939795 -0.5 0.1 -0.3
H 23.427205 16.531630 17.524765 -0.1 0.0 0.5
H 22.522675 19.127930 16.292135 0.2 0.1 -0.4
H 24.177665 18.724540 16.644195 0.0 -0.1 0.1
H 23.293965 20.251200 18.492205 0.0 0.1 -0.6
H 23.525425 18.646100 19.059875 0.0 -0.1 0.4
H 21.907325 19.191090 18.723005 -0.2 0.0 -0.2
H 19.107435 15.184500 18.832355 0.2 -0.5 0.1
H 18.882685 13.894020 17.596835 -0.5 -0.1 0.2
H 18.226395 16.034900 16.063625 0.6 0.3 0.0
H 18.277955 16.874450 17.614195 -0.8 0.3 0.0
H 16.535355 14.444540 16.568705 0.2 -0.1 0.0
H 15.891975 16.057420 16.601855 0.0 0.2 0.1
H 15.263025 14.490920 18.662295 -0.1 0.1 0.0
H 15.780955 16.146440 18.923805 0.4 -0.2 0.8
H 16.916865 14.677630 19.172435 -0.1 0.5 0.3
H 21.665675 14.361390 19.337095 -0.4 0.5 0.1
H 22.940525 14.482320 18.230685 0.0 -0.1 -0.6
H 21.837855 12.171080 17.252285 0.8 0.3 -0.3
H 20.784085 12.307500 18.494765 -0.3 0.2 0.6
H 22.618875 12.350870 20.255225 -0.6 -0.3 0.2
H 23.812515 12.365740 19.093965 0.1 0.5 -0.6
H 22.052755 10.031740 19.563235 -0.4 -0.4 -0.8
H 23.614975 10.136060 19.998885 0.8 0.2 -0.5
H 23.269805 10.138170 18.193315 0.0 -0.2 0.3
As 24.656745 21.420640 13.954305 1.5 0.6 -1.8
F 23.155595 22.357380 13.912965 0.4 -0.7 0.5
F 24.659775 21.464080 12.174555 -0.2 -0.1 1.6
F 26.186105 20.596040 13.914095 -0.8 0.3 0.1
F 24.799055 21.371540 15.749735 -0.9 0.4 -1.4
F 23.730455 19.850790 13.918005 0.7 1.8 0.5
F 25.512225 23.099620 13.902495 -1.1 -2.0 0.7
C 21.568125 22.387970 16.246275 0.2 0.6 0.5
C 20.758825 23.131930 17.315045 3.3 0.3 0.2
O 21.378265 23.827040 18.163305 1.1 0.5 0.7
O 19.563395 22.991770 17.387675 -5.2 -0.8 -0.3
H 21.705595 21.370390 16.611955 0.1 -0.1 -0.1
H 22.556645 22.837510 16.152265 -0.2 -0.2 0.1
H 21.115325 22.346070 15.255665 -0.1 0.1 0.2
```
Forces are in eV/Å.

LUMO energy	-0.318	Eh
HOMO-LUMO gap	7.661	eV
calculated total energy	-186364.5121	eV
charge	+4
HOMO	-16.30	eV

Here are the Löwdin charges for atoms 1 to 99, given in e: -0.04 -0.26 -0.20 -0.19 -0.09 0.24 0.14 0.15 0.08 0.09 0.10 0.09 0.16 0.13 0.15 0.11 0.09 0.10 -0.01 -0.27 -0.22 -0.17 -0.02 0.24 0.17 0.16 0.17 0.08 0.10 0.08 0.14 0.12 0.12 0.07 0.07 0.11 -0.04 -0.27 -0.15 -0.17 -0.12 0.24 0.08 0.16 0.16 0.07 0.10 0.08 0.16 0.12 0.14 0.10 0.06 0.11 -0.10 -0.27 -0.24 -0.24 1.07 -0.26 -0.17 -0.23 -0.12 -0.27 -0.22 -0.25 -0.11 -0.20 -0.25 -0.28 -0.09 0.08 0.06 0.09 0.09 0.12 0.12 0.10 0.08 0.09 0.06 0.07 0.10 0.09 0.10 0.10 0.05 0.09 0.06 0.10 0.10 0.10 0.07 0.08 0.11 0.07 0.08 0.08 0.10

The following is a quantum chemistry calculation of 2 unconnected molecules or ions with the total composition C6H7NOS in a non-equilibrium geometry, from the OMol25 dataset.

```
16
Properties=species:S:1:pos:R:3:forces:R:3
C -0.243494 2.039839 -0.269904 0.5 -0.2 -0.5
C -0.211929 -0.948796 0.404821 1.3 1.4 -2.0
C 0.961293 0.580101 -2.168124 1.0 4.7 -2.0
C 2.064869 0.958688 -1.194597 1.1 2.1 -0.3
C 0.655878 1.158291 -0.914425 -1.7 -0.2 3.5
C -1.933442 -1.619059 2.355890 3.3 -2.0 2.0
N -1.034180 2.672404 0.299096 0.4 -0.2 -0.3
O -0.177516 -1.869610 -0.316282 -0.2 -0.8 -0.1
S -0.743451 -0.324701 1.803754 -0.5 0.2 1.5
H 0.844115 1.226419 -3.082998 0.0 -1.1 0.8
H 0.826126 -0.401775 -2.170331 -0.8 -4.2 -0.9
H 2.658644 0.175068 -0.808333 0.1 -0.9 0.7
H 2.714692 1.869780 -1.304879 -0.9 -0.8 -0.4
H -1.741566 -2.514197 1.699865 -0.3 0.8 1.0
H -2.819711 -1.180228 2.149043 -3.1 0.9 -0.5
H -1.820327 -1.822225 3.517404 -0.1 0.3 -2.6
```
Forces are in eV/Å.

LUMO energy (alpha / beta)	-0.001 / -0.019	Eh
HOMO-LUMO gap (alpha / beta)	8.125 / 7.202	eV
calculated total energy	-20703.0762	eV
energy above the lowest of the compared OMol25 structures with the same formula, charge and spin	4.245	eV
charge	0
HOMO (alpha / beta)	-8.15 / -7.73	eV

Atomic charges from the Löwdin analysis, expressed in e, are listed below: -0.25 -0.64 -0.10 -0.10 -0.27 -0.32 0.12 0.06 0.97 0.14 0.04 0.08 0.12 0.06 -0.03 0.09